[1]
{
  "formula": "C5H16N3",
  "method": "wB97M-V/def2-TZVPD",
  "symbols": ["C", "C", "C", "N", "H", "H", "H", "H", "H", "H", "H", "H", "H", "H", "C", "C", "N", "N", "H", "H", "H", "H", "H", "H"],
  "positions_angstrom": [[0.834, -1.624, 0.834], [-0.407, -2.037, 0.067], [-1.296, -0.868, -0.294], [0.038, -2.739, -1.223], [1.561, -2.429, 0.975], [1.322, -0.773, 0.351], [0.513, -1.294, 1.822], [-0.972, -2.795, 0.606], [-0.849, -0.224, -1.051], [-1.468, -0.254, 0.587], [-2.274, -1.193, -0.651], [0.847, -3.334, -1.045], [-0.703, -3.300, -1.642], [0.335, -2.035, -1.902], [0.177, 2.474, -0.404], [0.351, 2.357, 0.899], [-0.580, 1.751, 1.791], [1.174, 3.134, -1.197], [-0.734, 2.136, -0.895], [1.259, 2.763, 1.327], [-1.372, 2.355, 1.970], [-0.128, 1.596, 2.681], [0.753, 3.852, -1.775], [1.617, 2.481, -1.832]],
  "largest_force_ev_per_a": 0.57,
  "total_energy_ev": -9907.854,
  "homo_lumo_gap_ev": 8.0,
  "spin_multiplicity": 1,
  "homo_energy_ev": -11.55,
  "e_lumo_ha": -0.12875,
  "total_charge": 1
}

---

[2]
{
  "formula": "C5H16N3",
  "method": "wB97M-V/def2-TZVPD",
  "symbols": ["C", "C", "C", "C", "C", "N", "N", "N", "H", "H", "H", "H", "H", "H", "H", "H", "H", "H", "H", "H", "H", "H", "H", "H"],
  "positions_angstrom": [[0.617, 1.960, 0.336], [1.240, 0.946, -1.749], [0.325, -2.361, -0.037], [-0.284, -0.746, 1.792], [-0.831, -0.167, -0.544], [-1.927, 0.599, -0.136], [0.850, 0.733, -0.378], [-0.592, -1.264, 0.378], [1.244, 2.184, 1.190], [0.604, 2.826, -0.276], [-0.391, 1.898, 0.719], [2.284, 1.317, -1.673], [1.399, 0.071, -2.386], [0.644, 1.766, -2.302], [1.292, -2.087, -0.383], [0.528, -2.854, 0.889], [-0.157, -3.077, -0.694], [0.733, -0.512, 1.900], [-0.844, 0.075, 1.932], [-0.613, -1.648, 2.482], [-0.592, -0.318, -1.540], [-2.151, 1.412, -0.726], [-1.936, 1.014, 0.776], [-1.441, -1.767, 0.430]],
  "largest_force_ev_per_a": 5.66,
  "total_energy_ev": -9905.377,
  "homo_lumo_gap_ev": 9.6,
  "spin_multiplicity": 1,
  "homo_energy_ev": -12.43,
  "e_lumo_ha": -0.10405,
  "total_charge": 1
}

---

[3]
{
  "formula": "C5H16N3",
  "method": "wB97M-V/def2-TZVPD",
  "symbols": ["C", "C", "C", "N", "N", "N", "H", "H", "H", "H", "H", "H", "H", "H", "H", "H", "C", "C", "H", "H", "H", "H", "H", "H"],
  "positions_angstrom": [[-0.313, 0.455, -1.416], [-1.725, 0.857, -0.919], [0.055, -1.885, -0.680], [0.324, -0.540, -0.619], [-0.671, -2.377, -1.685], [0.512, -2.669, 0.296], [-0.294, 0.254, -2.503], [0.288, 1.370, -1.488], [-1.685, 1.372, 0.043], [-2.388, 0.004, -0.833], [0.940, -0.163, 0.116], [-0.966, -1.675, -2.351], [-1.137, -3.274, -1.606], [1.269, -2.321, 0.853], [0.356, -3.666, 0.168], [-2.200, 1.607, -1.556], [1.129, 3.349, 2.749], [0.716, 2.198, 1.842], [0.816, 4.290, 2.289], [0.618, 3.308, 3.710], [2.194, 3.478, 2.928], [0.948, 1.230, 2.291], [1.174, 2.385, 0.858], [-0.356, 2.308, 1.658]],
  "largest_force_ev_per_a": 2.78,
  "total_energy_ev": -9894.808,
  "homo_lumo_gap_ev": [9.1, 3.3],
  "spin_multiplicity": 2,
  "homo_energy_ev": [-17.56, -17.56],
  "e_lumo_ha": [-0.31132, -0.52211],
  "total_charge": 2
}

---

[4]
{
  "formula": "C5H16N3",
  "method": "wB97M-V/def2-TZVPD",
  "symbols": ["C", "C", "H", "H", "H", "H", "H", "H", "C", "C", "C", "N", "N", "N", "H", "H", "H", "H", "H", "H", "H", "H", "H", "H"],
  "positions_angstrom": [[-0.425, -3.483, -0.030], [-0.312, -2.957, 1.380], [0.164, -4.363, -0.203], [-1.471, -3.808, -0.102], [-0.195, -2.764, -0.916], [0.296, -2.056, 1.516], [-0.159, -3.869, 2.030], [-1.227, -2.556, 1.787], [0.106, 1.828, 0.840], [1.331, 1.702, 1.800], [-0.200, 1.601, -1.576], [0.566, 2.093, -0.589], [-1.406, 0.962, -1.437], [0.289, 1.687, -2.877], [-0.471, 0.893, 0.859], [-0.513, 2.646, 1.231], [2.140, 1.219, 1.229], [1.202, 1.215, 2.762], [1.132, 2.933, -0.685], [-1.672, 0.974, -0.464], [-1.710, 0.301, -2.132], [1.252, 1.370, -2.817], [-0.323, 1.696, -3.686], [1.606, 2.738, 2.079]],
  "largest_force_ev_per_a": 4.03,
  "total_energy_ev": -9893.229,
  "homo_lumo_gap_ev": [11.9, 2.6],
  "spin_multiplicity": 2,
  "homo_energy_ev": [-19.22, -17.67],
  "e_lumo_ha": [-0.26836, -0.55288],
  "total_charge": 2
}

---

[5]
{
  "formula": "C5H16N3S",
  "method": "wB97M-V/def2-TZVPD",
  "symbols": ["C", "C", "C", "C", "C", "N", "N", "N", "S", "H", "H", "H", "H", "H", "H", "H", "H", "H", "H", "H", "H", "H", "H", "H", "H"],
  "positions_angstrom": [[0.304, -0.971, -1.971], [2.370, 0.117, -1.073], [1.608, -2.096, -0.080], [-2.287, 2.203, 2.872], [1.174, -0.796, -0.781], [-0.273, 1.469, -0.458], [-1.286, -0.573, 0.555], [-2.646, 1.409, 2.006], [0.160, 0.188, 0.461], [-0.694, -1.281, -1.738], [0.125, 0.069, -2.374], [0.622, -1.494, -2.848], [3.261, -0.269, -0.532], [2.032, 1.077, -0.730], [2.628, 0.171, -2.167], [0.863, -2.517, 0.500], [2.196, -2.729, -0.801], [2.463, -1.738, 0.629], [-1.211, 2.395, 2.760], [-2.699, 2.451, 3.870], [-0.607, 1.158, -1.414], [-1.534, -1.584, 0.389], [-0.922, 2.190, -0.062], [-3.636, 1.116, 2.095], [-2.010, 0.034, 0.892]],
  "largest_force_ev_per_a": 4.70,
  "total_energy_ev": -20741.140,
  "homo_lumo_gap_ev": 11.1,
  "spin_multiplicity": 1,
  "homo_energy_ev": -13.77,
  "e_lumo_ha": -0.09795,
  "total_charge": 1
}

---

[6]
{
  "formula": "C5H16N4",
  "method": "wB97M-V/def2-TZVPD",
  "symbols": ["C", "C", "C", "N", "C", "H", "H", "H", "H", "H", "H", "H", "H", "H", "N", "C", "N", "N", "H", "H", "H", "H", "H", "H", "H"],
  "positions_angstrom": [[-0.967, -2.221, -0.477], [0.204, -1.597, -0.623], [0.631, -0.961, -1.915], [1.103, -1.374, 0.424], [1.005, -2.144, 1.649], [-1.256, -2.721, 0.433], [-1.579, -2.432, -1.338], [0.743, 0.118, -1.785], [1.588, -1.370, -2.248], [-0.096, -1.154, -2.699], [2.053, -1.244, 0.106], [0.063, -1.919, 2.150], [1.052, -3.226, 1.473], [1.813, -1.847, 2.315], [-0.569, 3.556, 0.703], [-0.051, 2.316, 0.290], [-1.433, 1.826, -0.676], [0.116, 1.425, 1.343], [-0.451, 4.263, -0.014], [-1.604, 3.328, 0.704], [0.855, 2.391, -0.323], [-1.444, 2.301, -1.578], [-1.492, 0.831, -0.889], [-0.709, 1.354, 1.926], [0.426, 0.502, 1.047]],
  "largest_force_ev_per_a": 3.30,
  "total_energy_ev": -11403.662,
  "homo_lumo_gap_ev": 9.4,
  "spin_multiplicity": 1,
  "smiles": "C=C(C)NC.NC(N)N",
  "homo_energy_ev": -8.49,
  "e_lumo_ha": 0.03161
}

---

[7]
{
  "formula": "C5H16NO",
  "method": "wB97M-V/def2-TZVPD",
  "symbols": ["C", "C", "C", "C", "C", "N", "H", "H", "H", "H", "H", "H", "H", "H", "H", "H", "H", "H", "H", "H", "H", "H", "O"],
  "positions_angstrom": [[-1.810, 0.511, 0.304], [-0.584, 0.681, -0.592], [0.145, -0.612, -0.992], [-0.869, -1.583, -1.558], [0.940, -1.232, 0.145], [0.316, 1.726, 0.007], [-2.595, -0.023, -0.244], [-1.704, -0.010, 1.256], [-2.264, 1.480, 0.491], [-0.996, 1.158, -1.484], [0.800, -0.291, -1.779], [-0.416, -2.438, -2.059], [-1.542, -1.975, -0.799], [-1.542, -1.207, -2.342], [1.393, -2.173, -0.168], [1.744, -0.593, 0.409], [0.319, -1.442, 1.016], [0.735, 1.385, 0.890], [1.146, 1.776, -0.647], [-0.205, 2.632, 0.190], [1.594, 0.600, 2.923], [3.124, 0.681, 2.697], [2.270, 0.950, 2.333]],
  "largest_force_ev_per_a": 1.73,
  "total_energy_ev": -8979.110,
  "homo_lumo_gap_ev": [3.8, 12.2],
  "spin_multiplicity": 2,
  "homo_energy_ev": [-3.15, -11.82],
  "e_lumo_ha": [0.02422, 0.01483]
}

---

[8]
{
  "formula": "C5H16NO",
  "method": "wB97M-V/def2-TZVPD",
  "symbols": ["C", "O", "C", "C", "H", "H", "H", "H", "H", "H", "H", "H", "C", "N", "C", "H", "H", "H", "H", "H", "H", "H", "H"],
  "positions_angstrom": [[-1.812, -0.579, 0.013], [-1.947, 0.795, -0.310], [-0.867, -1.358, -0.941], [-0.041, -2.456, -0.236], [-1.453, -0.558, 1.053], [-2.814, -1.013, 0.095], [-2.190, 0.816, -1.234], [-1.394, -1.778, -1.812], [-0.159, -0.643, -1.454], [-0.661, -3.318, 0.089], [0.794, -2.838, -0.840], [0.361, -2.100, 0.746], [1.831, 1.306, -0.600], [0.773, 0.898, 0.367], [0.673, 1.768, 1.584], [2.020, 0.531, -1.389], [1.493, 2.156, -1.131], [2.763, 1.589, -0.160], [0.916, -0.066, 0.627], [-0.148, 0.892, -0.133], [1.257, 1.402, 2.436], [-0.376, 1.782, 1.913], [0.981, 2.774, 1.319]],
  "largest_force_ev_per_a": 1.65,
  "total_energy_ev": -8975.223,
  "homo_lumo_gap_ev": 12.0,
  "spin_multiplicity": 1,
  "homo_energy_ev": -14.86,
  "e_lumo_ha": -0.10371,
  "total_charge": 1
}

---

[9]
{
  "formula": "C5H16NO2",
  "method": "wB97M-V/def2-TZVPD",
  "symbols": ["C", "C", "C", "C", "C", "N", "H", "H", "H", "H", "H", "H", "H", "H", "H", "H", "H", "H", "H", "H", "O", "H", "H", "O"],
  "positions_angstrom": [[0.658, 1.436, -0.496], [0.137, 1.116, -1.910], [-0.975, 0.151, -2.188], [-0.723, -0.566, -3.277], [-2.198, 0.167, -1.352], [0.837, 0.218, 0.379], [1.493, 2.200, -0.508], [-0.187, 2.002, -0.043], [1.066, 0.952, -2.422], [-0.347, 2.061, -2.290], [0.144, -0.874, -3.839], [-1.612, -0.838, -3.931], [-2.842, -0.678, -1.640], [-1.842, -0.085, -0.352], [-2.762, 1.102, -1.310], [0.916, 0.632, 1.407], [-0.067, -0.263, 0.274], [1.721, -0.194, 0.088], [1.208, -1.123, 3.165], [-0.009, -0.333, 3.519], [0.533, -0.492, 2.728], [0.897, -1.944, 4.975], [2.261, -2.700, 4.598], [1.691, -1.947, 4.423]],
  "largest_force_ev_per_a": 4.29,
  "total_energy_ev": -11024.183,
  "homo_lumo_gap_ev": [3.3, 9.5],
  "spin_multiplicity": 2,
  "homo_energy_ev": [-2.76, -9.11],
  "e_lumo_ha": [0.01978, 0.01353]
}

---

[10]
{
  "formula": "C5H16NO2",
  "method": "wB97M-V/def2-TZVPD",
  "symbols": ["C", "C", "N", "C", "C", "C", "H", "H", "H", "H", "H", "H", "H", "H", "H", "H", "H", "H", "H", "H", "O", "H", "H", "O"],
  "positions_angstrom": [[-1.665, -1.986, -0.429], [-0.643, -0.963, -0.867], [-1.151, 0.478, -0.724], [-0.499, 1.118, 0.434], [0.166, 0.006, 1.202], [0.546, -0.999, 0.132], [-2.708, -1.867, -0.718], [-1.619, -2.115, 0.653], [-1.342, -2.979, -0.740], [-0.254, -1.056, -1.868], [-2.180, 0.388, -0.684], [-0.863, 0.918, -1.616], [0.194, 1.885, 0.086], [-1.201, 1.691, 1.025], [1.005, 0.366, 1.804], [-0.516, -0.457, 1.918], [0.821, -2.007, 0.436], [1.417, -0.625, -0.411], [-0.221, 2.950, -3.193], [1.033, 2.281, -2.523], [0.075, 2.182, -2.676], [3.273, 0.229, 2.674], [2.942, -1.021, 3.557], [2.576, -0.368, 2.956]],
  "largest_force_ev_per_a": 1.92,
  "total_energy_ev": -11026.237,
  "homo_lumo_gap_ev": [3.0, 11.5],
  "spin_multiplicity": 2,
  "homo_energy_ev": [-2.49, -11.06],
  "e_lumo_ha": [0.01960, 0.01692]
}